Record 1
Molecular formula: C25H28N6O2Re
Method: DFT, wB97M-V/def2-TZVPD

Positions of all 62 atoms, in Å:
Re  0.98  -0.36  -0.34
C  2.46  -2.14  -2.37
N  2.55  -1.48  -1.09
C  3.57  -1.71  -0.31
C  3.53  -1.10  0.95
C  4.38  -1.03  2.07
C  3.76  -0.20  2.98
C  2.56  0.21  2.41
N  2.39  -0.33  1.18
C  1.26  -3.05  -2.47
C  0.95  -3.91  -1.41
C  -0.01  -4.89  -1.57
C  -0.70  -5.00  -2.77
C  -0.43  -4.11  -3.80
C  0.54  -3.13  -3.66
H  3.36  -2.73  -2.55
H  2.40  -1.38  -3.16
H  4.41  -2.33  -0.61
H  5.32  -1.54  2.18
H  4.11  0.08  3.96
H  1.84  0.86  2.86
H  1.49  -3.84  -0.48
H  -0.19  -5.60  -0.77
H  -1.42  -5.79  -2.91
H  -0.98  -4.18  -4.73
H  0.75  -2.46  -4.47
O  -0.22  -0.33  -4.17
C  -0.46  -0.11  -3.01
O  0.15  -0.59  -1.98
C  -1.58  0.80  -2.56
C  -2.78  0.88  -3.25
C  -3.74  1.75  -2.74
C  -3.45  2.50  -1.62
C  -2.21  2.34  -1.01
N  -1.31  1.49  -1.46
H  -2.96  0.29  -4.13
H  -4.70  1.83  -3.22
H  -4.17  3.20  -1.22
H  -1.93  2.91  -0.13
C  -0.40  4.34  2.29
C  0.91  3.74  1.81
N  0.62  2.48  1.15
C  -0.32  1.62  1.55
N  -0.31  0.38  0.99
C  -1.35  -0.56  1.41
C  -1.78  -0.31  2.85
C  -2.28  1.13  2.93
N  -1.22  2.01  2.45
C  -1.16  3.31  3.10
H  -0.99  4.66  1.42
H  -0.20  5.22  2.90
H  1.59  3.56  2.66
H  1.41  4.40  1.10
H  1.24  2.19  0.40
H  -0.96  -1.58  1.31
H  -2.22  -0.47  0.75
H  -0.93  -0.44  3.52
H  -2.57  -1.00  3.16
H  -2.53  1.40  3.95
H  -3.17  1.26  2.31
H  -0.69  3.18  4.08
H  -2.19  3.65  3.27

Computed properties:
- Charge: +2
- 2S+1: 2
- Highest occupied orbital energy (alpha / beta): -0.5104 / -0.5106 Eh
- Molecular weight: 630.75 g/mol
- <S²>: 0.782
- LUMO (alpha / beta): -8.74 / -8.32 eV
- Orbital gap (alpha / beta): 5.151 / 5.579 eV

Record 2
Molecular formula: C25H28N6O3
Method: DFT, wB97M-V/def2-TZVPD

Positions of all 62 atoms, in Å:
C  6.21  0.92  2.53
O  5.63  1.27  1.29
C  4.78  0.38  0.70
C  4.24  0.77  -0.52
C  3.34  -0.04  -1.19
C  2.97  -1.28  -0.68
N  2.12  -2.16  -1.34
C  1.25  -3.03  -0.57
C  -0.16  -3.08  -1.17
N  -0.58  -1.74  -1.53
C  -1.56  -1.16  -0.81
N  -2.19  -1.86  0.14
C  -3.13  -1.03  0.63
C  -3.09  0.19  -0.02
C  -4.00  1.24  0.29
O  -4.10  2.35  -0.21
N  -4.85  0.85  1.32
C  -4.93  -0.35  2.00
O  -5.75  -0.54  2.88
N  -4.02  -1.31  1.62
C  -4.02  -2.61  2.25
N  -2.07  0.09  -0.96
C  -1.65  1.23  -1.73
C  -0.37  1.87  -1.22
C  0.29  2.79  -2.03
C  1.44  3.41  -1.58
C  1.94  3.11  -0.32
C  1.31  2.19  0.49
C  1.83  1.86  1.85
C  0.15  1.58  0.03
C  0.26  -1.07  -2.51
C  1.58  -1.84  -2.64
C  3.54  -1.67  0.54
C  4.42  -0.86  1.22
H  6.83  0.02  2.44
H  5.45  0.76  3.30
H  6.84  1.76  2.81
H  4.52  1.72  -0.93
H  2.93  0.33  -2.11
H  1.67  -4.05  -0.54
H  1.18  -2.65  0.46
H  -0.86  -3.46  -0.43
H  -0.19  -3.72  -2.05
H  -5.54  1.53  1.61
H  -3.05  -2.79  2.73
H  -4.19  -3.39  1.51
H  -4.81  -2.62  3.00
H  -1.55  0.97  -2.79
H  -2.45  1.97  -1.63
H  -0.10  3.01  -3.01
H  1.95  4.12  -2.21
H  2.84  3.61  0.03
H  1.14  2.20  2.62
H  2.80  2.33  2.02
H  1.95  0.78  1.96
H  -0.36  0.87  0.67
H  0.48  -0.06  -2.18
H  -0.25  -1.04  -3.49
H  1.43  -2.78  -3.18
H  2.30  -1.25  -3.21
H  3.32  -2.64  0.95
H  4.83  -1.21  2.16

Computed properties:
- SMILES: COc1ccc(N2CCN(c3nc4c(c(=O)[nH]c(=O)n4C)n3Cc3cccc(C)c3)CC2)cc1
- Highest occupied orbital energy: -0.2752 Eh
- Energy relative to the best compared isomer or geometry (same formula, charge and spin): 0.988 eV
- Molecular weight: 460.54 g/mol
- LUMO: 0.55 eV
- Orbital gap: 8.033 eV

Record 3
Molecular formula: C25H28N6PRbSTe
Method: DFT, wB97M-V/def2-TZVPD

Positions of all 63 atoms, in Å:
Rb  0.31  0.26  0.37
N  -2.40  -1.12  -0.30
C  -3.70  -0.70  0.03
C  -4.71  -1.65  0.24
C  -5.98  -1.26  0.61
C  -6.29  0.08  0.75
C  -5.30  1.03  0.55
C  -4.00  0.66  0.21
P  -2.63  1.85  0.05
C  -2.06  2.00  1.79
C  -2.58  1.26  2.85
C  -2.09  1.43  4.14
C  -1.09  2.35  4.39
C  -0.56  3.10  3.34
C  -1.04  2.91  2.06
C  -3.49  3.44  -0.19
C  -3.98  4.22  0.85
C  -4.64  5.41  0.59
C  -4.81  5.84  -0.72
C  -4.32  5.07  -1.77
C  -3.66  3.88  -1.50
H  -2.36  -2.11  -0.51
H  -2.00  -0.59  -1.07
H  -4.48  -2.70  0.11
H  -6.75  -2.01  0.76
H  -7.29  0.40  1.01
H  -5.53  2.08  0.67
H  -3.37  0.54  2.67
H  -2.49  0.83  4.94
H  -0.72  2.49  5.40
H  0.21  3.84  3.53
H  -0.63  3.51  1.24
H  -3.85  3.89  1.88
H  -5.02  6.01  1.41
H  -5.32  6.77  -0.92
H  -4.45  5.40  -2.79
H  -3.26  3.29  -2.32
S  0.41  -1.17  3.22
C  1.94  -0.54  3.38
N  2.23  0.73  3.76
C  3.64  1.02  3.55
C  4.24  -0.39  3.59
N  3.10  -1.19  3.16
H  1.50  1.43  3.75
H  4.04  1.66  4.34
H  3.81  1.49  2.58
H  4.56  -0.66  4.60
H  5.08  -0.50  2.90
H  3.11  -2.19  3.10
C  5.65  0.46  0.11
Te  3.74  0.06  -0.80
C  3.56  2.04  -1.58
H  5.58  1.24  0.87
H  6.36  0.77  -0.65
H  6.01  -0.46  0.57
H  4.38  2.24  -2.26
H  3.56  2.77  -0.78
H  2.62  2.07  -2.13
N  1.63  1.49  -6.14
C  1.20  0.74  -5.37
N  0.69  -0.16  -4.56
C  0.88  -0.04  -3.30
N  0.98  -0.03  -2.13

Computed properties:
- Highest occupied orbital energy: -0.2795 Eh
- Energy relative to the best compared isomer or geometry (same formula, charge and spin): 0.049 eV
- Molecular weight: 688.65 g/mol
- LUMO: -0.18 eV
- Orbital gap: 7.427 eV

Record 4
Molecular formula: C25H28O8
Method: DFT, wB97M-V/def2-TZVPD

Positions of all 61 atoms, in Å:
C  3.15  5.77  -0.17
C  2.58  5.66  -1.63
C  1.58  4.49  -1.95
C  2.12  3.24  -1.84
C  1.23  2.38  -2.15
C  1.66  0.80  -2.25
C  1.49  0.14  -1.05
C  2.02  -1.11  -0.71
C  3.03  -1.79  -1.80
C  3.18  -1.02  -3.07
O  3.98  -1.55  -3.72
C  2.36  0.38  -3.15
C  2.78  0.88  -4.41
O  1.86  1.70  -5.06
O  4.01  0.76  -4.97
O  1.96  -1.83  0.33
C  1.13  -1.96  1.24
O  1.10  -2.82  2.14
C  -0.14  -1.17  1.07
C  -0.41  -0.04  0.28
C  -1.56  0.80  0.61
C  -2.79  0.45  1.15
O  -3.99  0.91  1.30
C  -4.03  2.33  0.88
C  -2.62  -1.17  1.47
C  -1.40  -1.66  1.54
C  -1.49  -3.17  2.01
O  -1.39  -4.18  1.04
C  -1.77  -3.39  3.30
C  -3.02  -4.14  3.72
C  -3.14  -5.44  3.27
C  -4.44  -6.12  3.53
O  0.73  0.73  -0.01
H  2.32  5.82  0.40
H  3.91  6.58  0.21
H  3.52  4.88  0.01
H  3.47  5.64  -2.41
H  2.32  6.77  -1.98
H  0.77  4.79  -1.13
H  1.42  4.72  -2.86
H  2.29  3.16  -0.87
H  3.09  3.25  -2.47
H  0.15  2.12  -1.59
H  0.81  2.42  -3.15
H  3.45  -2.64  -1.50
H  4.12  -1.20  -4.54
H  3.89  1.28  -5.75
H  -1.50  1.83  0.19
H  -3.40  2.98  1.49
H  -5.01  2.49  0.86
H  -3.59  2.42  -0.36
H  -3.54  -1.44  1.76
H  -1.58  -2.35  3.90
H  -0.91  -3.90  3.79
H  -3.82  -3.51  3.40
H  -2.94  -3.98  4.86
H  -2.80  -5.63  2.18
H  -2.10  -6.12  3.75
H  -5.10  -5.85  2.97
H  -4.55  -7.27  3.10
H  -4.47  -6.13  4.78

Computed properties:
- SMILES: CCCCCc1c2c(cc(O)c1C(=O)O)OC(=O)c1c(cc(OC)cc1C(=O)CCCC)O2
- Highest occupied orbital energy: -0.3054 Eh
- Energy relative to the best compared isomer or geometry (same formula, charge and spin): 21.096 eV
- Molecular weight: 456.49 g/mol
- LUMO: -0.53 eV
- Orbital gap: 7.785 eV

Number 1: largest force on an atom 4.5 eV/A. Number 2: largest force on an atom 1.4 eV/A. Number 3: largest force on an atom 0.6 eV/A. Number 4: largest force on an atom 18.1 eV/A.